A 15-piece molecular cluster, C16H62N10O15 overall at a distorted geometry, computed with ωB97M-V with the def2-TZVPD basis set.

Each line ends with the Löwdin charge.
Cartesian coordinates (Å):
C (-0.09453, 0.50574, 0.72723)  -0.038
C (0.15647, -0.66926, -0.22377)  -0.347
O (0.04447, -0.23826, -1.52577)  -0.120
H (-0.00353, 0.20174, 1.78723)  0.048
H (-1.05653, 1.02174, 0.65223)  0.056
H (0.74047, 1.24774, 0.36823)  0.115
H (-0.49853, -1.54326, -0.09077)  0.094
H (1.18347, -1.06426, -0.11077)  0.094
H (0.98647, 0.08074, -1.63477)  0.092
C (-2.37953, 0.42974, 3.84223)  -0.469
O (-1.08853, 1.02274, 3.82623)  -0.130
N (-2.79753, -0.79226, 4.02723)  0.197
N (-3.43253, 1.21674, 3.65323)  0.130
H (-2.09653, -1.51426, 4.10023)  0.085
H (-3.65453, -1.22326, 3.80023)  0.119
H (-3.14053, 2.16874, 3.49023)  0.052
H (-4.41053, 0.91874, 3.87323)  0.170
C (3.31347, 1.27674, -0.76377)  -0.579
O (3.22247, 2.61774, -0.56277)  -0.090
N (3.04147, 0.76774, -1.92077)  0.162
N (3.45447, 0.36274, 0.17823)  0.214
H (2.70447, 1.33074, -2.73677)  0.097
H (3.33347, -0.20226, -2.05677)  0.091
H (3.60847, 0.66374, 1.18323)  0.118
H (3.61047, -0.55126, 0.06523)  0.021
C (0.43447, 1.75174, -4.64877)  -0.586
O (1.79747, 1.77974, -4.38977)  -0.126
N (-0.21653, 2.82174, -4.93077)  0.177
N (-0.34553, 0.69474, -4.71777)  0.173
H (0.19747, 3.68274, -4.91277)  0.092
H (-1.14853, 2.88574, -5.25377)  0.112
H (0.14347, -0.17326, -4.44977)  0.076
H (-1.40253, 0.86274, -4.84977)  0.165
C (2.05147, 1.19374, 3.87923)  -0.518
O (3.25747, 0.90174, 3.23823)  -0.148
N (1.19747, 2.08274, 3.41823)  0.142
N (1.40447, 0.51574, 4.89623)  0.086
H (1.46947, 2.66074, 2.57223)  0.060
H (0.20947, 1.85774, 3.49423)  0.019
H (1.91547, -0.28126, 5.36323)  0.135
H (0.59947, 0.90274, 5.48123)  0.145
C (2.05947, -2.98026, -2.13777)  -0.760
O (2.85247, -2.11926, -1.49777)  -0.065
N (0.84947, -2.84026, -2.36977)  0.208
N (2.44747, -4.13226, -2.36077)  0.179
H (0.45247, -1.96026, -2.16877)  0.067
H (0.17747, -3.38826, -2.88677)  0.121
H (3.37947, -4.29226, -1.97477)  0.145
H (2.20347, -4.60526, -3.26377)  0.153
C (1.96047, -1.61026, -4.98677)  -0.186
O (0.66247, -1.88026, -5.26477)  -0.165
H (2.37447, -2.66726, -4.96777)  0.098
H (2.03647, -1.16126, -3.97077)  0.067
H (2.38647, -1.01326, -5.84077)  0.117
H (0.38547, -2.79726, -5.05877)  0.094
C (-2.08553, 4.04974, 2.29923)  -0.082
O (-3.00553, 3.82174, 3.39223)  -0.125
H (-2.54253, 3.98474, 1.33723)  0.074
H (-1.15853, 3.47074, 2.21423)  0.079
H (-1.85953, 5.06474, 2.46023)  0.070
H (-2.62453, 4.25774, 4.15623)  0.096
C (-0.24953, -2.29526, 2.97423)  -0.206
O (0.10147, -1.73126, 4.16323)  -0.130
H (-1.04953, -1.72526, 2.53823)  0.046
H (-0.41053, -3.37726, 3.16923)  0.110
H (0.61547, -2.19126, 2.31623)  0.063
H (0.45647, -0.86226, 3.92623)  0.028
C (-1.74153, 2.48074, -1.75777)  -0.103
O (-3.13053, 2.43374, -1.18777)  -0.152
H (-0.88253, 2.58074, -1.00177)  0.096
H (-1.55653, 3.15574, -2.63377)  0.072
H (-1.66653, 1.53674, -2.18477)  -0.002
H (-3.16153, 1.83574, -0.41077)  0.010
C (-3.70253, -0.40926, 0.47923)  -0.151
O (-3.73953, 0.88474, 1.01823)  -0.127
H (-4.60053, -0.94826, 0.50923)  0.074
H (-2.91753, -0.99326, 0.85823)  0.049
H (-3.49753, -0.42226, -0.53577)  0.050
H (-3.68453, 0.78174, 2.01423)  0.042
C (-2.27453, -3.83526, -0.40877)  -0.170
O (-1.69153, -4.04926, -1.62677)  -0.120
H (-1.51453, -3.62626, 0.33923)  0.077
H (-2.68853, -4.75526, -0.10077)  0.073
H (-2.96653, -3.01226, -0.50677)  0.065
H (-0.82053, -4.37426, -1.36677)  0.076
C (3.41047, -1.92726, 2.43223)  -0.181
O (3.28147, -2.76426, 1.29623)  -0.126
H (3.28847, -2.40626, 3.40823)  0.076
H (2.67947, -1.15126, 2.29523)  0.030
H (4.50947, -1.56826, 2.55523)  0.123
H (2.42247, -3.15226, 1.30323)  0.041
C (-2.54153, -1.33926, -3.20877)  -0.152
O (-3.64153, -0.92726, -4.01077)  -0.125
H (-1.83253, -0.45126, -3.05477)  0.069
H (-2.06553, -2.08326, -3.89477)  0.086
H (-2.85353, -1.85226, -2.32777)  0.038
H (-4.13553, -1.70826, -4.26777)  0.074
C (2.89547, 4.35274, 2.28323)  -0.162
O (1.99747, 3.68974, 1.46423)  -0.180
H (2.90447, 4.04874, 3.32623)  0.078
H (2.83247, 5.38874, 2.01623)  0.071
H (3.86847, 4.09474, 1.83523)  0.092
H (2.49147, 3.29774, 0.71823)  0.011

Atoms 1-2, force components in eV/Å:
C 1.7715 0.4777 -0.3636
C -0.3463 -0.7874 2.1675

* E_HOMO: -8.6 eV
* total energy: -2322.7143 a.u.
* multiplicity: 1
* ΔE to the lowest compared entry with this formula, charge and spin: 81.5 kcal/mol
* maximum force: 10.45 eV/Å